{"formula": "C26H33AsBrFNO4Si2W", "method": "ωB97M-V with the def2-TZVPD basis set", "symbols": ["W", "C", "C", "C", "C", "C", "C", "H", "H", "H", "H", "H", "F", "C", "C", "C", "C", "C", "C", "H", "H", "H", "H", "C", "Si", "C", "C", "As", "Si", "C", "C", "C", "H", "H", "H", "H", "H", "H", "H", "H", "H", "H", "H", "H", "H", "H", "H", "H", "H", "H", "C", "O", "C", "O", "H", "H", "H", "Br", "C", "C", "N", "C", "C", "C", "C", "O", "O", "H", "H", "H"], "positions_angstrom": [[-0.33647, -0.74666, -0.10680], [-3.22627, -4.76631, 0.55942], [-3.81018, -3.51728, 0.40973], [-3.02286, -2.38681, 0.22017], [-1.62455, -2.46382, 0.16514], [-1.06326, -3.73752, 0.30144], [-1.84259, -4.86799, 0.50355], [-3.83766, -5.64740, 0.71340], [-4.88973, -3.41521, 0.44053], [-3.51243, -1.42671, 0.10728], [0.01570, -3.85076, 0.25471], [-1.36342, -5.83459, 0.61438], [-0.14945, -1.03681, 6.30106], [-0.14456, -0.98730, 4.93985], [-1.34537, -0.91652, 4.26648], [-1.32164, -0.86884, 2.87860], [-0.13465, -0.87616, 2.12840], [1.04004, -0.96278, 2.87874], [1.05743, -1.01708, 4.27072], [-2.27485, -0.90643, 4.82191], [-2.27475, -0.83082, 2.36423], [2.00748, -0.99350, 2.39195], [1.98330, -1.08382, 4.82793], [-1.94895, 2.66071, 2.82746], [-1.78901, 3.12505, 1.02456], [-0.19379, 4.06193, 0.73982], [-3.28887, 4.11689, 0.50182], [-1.71443, 1.11851, -0.13937], [-0.76919, 1.27388, -2.68896], [-1.91992, 2.85141, -2.70306], [0.84278, 2.25035, -2.94566], [-1.72720, 0.35043, -4.04441], [-1.93178, 3.55353, 3.45990], [-1.13617, 2.00093, 3.13645], [-2.88198, 2.12571, 3.01708], [-0.08177, 4.83379, 1.50771], [-0.16672, 4.53943, -0.24095], [0.66061, 3.38565, 0.79960], [-3.43096, 4.93692, 1.21231], [-4.18784, 3.49825, 0.50974], [-3.18195, 4.53384, -0.49931], [-1.59321, 3.64080, -2.02048], [-2.97084, 2.62615, -2.50177], [-1.84475, 3.24732, -3.72477], [0.70179, 3.30757, -2.71168], [1.16043, 2.17825, -3.99228], [1.65403, 1.84541, -2.34267], [-1.95354, -0.65722, -3.69006], [-1.09059, 0.23998, -4.92993], [-2.64971, 0.85481, -4.33811], [1.86114, -1.58829, -3.39078], [1.60312, -0.53666, -2.48460], [0.23388, -0.38907, -2.16313], [-0.45384, -1.51925, -2.00900], [2.93632, -1.58867, -3.57251], [1.33520, -1.43378, -4.34025], [1.56063, -2.55722, -2.98535], [7.03671, 1.60057, -0.13848], [5.88494, 0.10933, -0.09430], [6.42182, -1.17226, -0.13158], [5.67849, -2.26996, -0.10729], [4.35464, -2.12023, -0.04355], [3.73997, -0.87890, -0.00008], [4.51583, 0.27052, -0.02794], [2.26077, -0.75780, 0.05593], [1.70242, 0.35706, 0.15009], [1.53472, -1.80557, 0.02474], [7.49720, -1.30230, -0.18452], [3.75440, -3.02079, -0.02835], [4.04590, 1.24412, -0.00483]], "e_above_lowest_kcal_mol": 56.6, "gap_ev": 6.36, "charge": -1, "molar_mass_g_mol": 837.4, "homo_ev": -4.11}



{"formula": "C26H33AsGaN4OS2", "method": "ωB97M-V with the def2-TZVPD basis set", "symbols": ["Ga", "C", "C", "N", "N", "C", "S", "N", "N", "H", "H", "H", "H", "H", "H", "O", "S", "C", "C", "C", "C", "C", "C", "C", "C", "C", "C", "C", "C", "C", "C", "H", "H", "H", "H", "H", "H", "H", "H", "H", "H", "H", "H", "H", "H", "C", "As", "C", "C", "C", "C", "C", "C", "C", "C", "H", "H", "H", "H", "H", "H", "H", "H", "H", "H", "H", "H", "H"], "positions_angstrom": [[15.94928, 11.39807, 8.38135], [15.39222, 16.73732, 9.85079], [15.36148, 15.39628, 10.49150], [15.10081, 15.26719, 11.77698], [15.05532, 13.92504, 11.99014], [15.30097, 13.21256, 10.87640], [15.29691, 11.54958, 10.76119], [15.47914, 14.12026, 9.89843], [15.65425, 13.80213, 8.53532], [15.52168, 17.49208, 10.63528], [14.41738, 16.94226, 9.36457], [16.22912, 16.81402, 9.12942], [14.90342, 13.48264, 12.91046], [14.84590, 14.03431, 7.95784], [16.50703, 14.24841, 8.15998], [17.20051, 9.84860, 9.09858], [18.54270, 9.08283, 9.01366], [19.65019, 9.66335, 7.62769], [19.15321, 10.71032, 6.69497], [18.08540, 10.41966, 5.81872], [17.48628, 11.44056, 5.08410], [17.96729, 12.76032, 5.14125], [19.09358, 13.03722, 5.90693], [19.66756, 12.01106, 6.70268], [19.39322, 9.73112, 10.46751], [19.91049, 11.13963, 10.43564], [19.03110, 12.21368, 10.41251], [19.48566, 13.52771, 10.20818], [20.84336, 13.78730, 10.06430], [21.73865, 12.71160, 10.21652], [21.28874, 11.40413, 10.38806], [19.80708, 8.70725, 7.06564], [20.59518, 9.97421, 8.08803], [17.69781, 9.41581, 5.77551], [16.67208, 11.18096, 4.42453], [17.45065, 13.54238, 4.56969], [19.48182, 14.03465, 5.95277], [20.48799, 12.26939, 7.33686], [20.25425, 9.06498, 10.65524], [18.64380, 9.60492, 11.26039], [17.96095, 12.04019, 10.57283], [18.75715, 14.31264, 10.12538], [21.22686, 14.80328, 9.90012], [22.81494, 12.85787, 10.15155], [22.01284, 10.60490, 10.46978], [10.75361, 10.65865, 8.76233], [12.45472, 10.07689, 7.83307], [11.65452, 10.10862, 6.02810], [12.00208, 8.11446, 8.10738], [10.75459, 7.42751, 7.61371], [9.63040, 7.27783, 8.42011], [8.42399, 6.78143, 7.90542], [8.31788, 6.39500, 6.56287], [9.48027, 6.44641, 5.77679], [10.67089, 6.93972, 6.29248], [9.95866, 9.98946, 8.39758], [10.55201, 11.71115, 8.49894], [10.82416, 10.53769, 9.85171], [10.69526, 9.56006, 6.02280], [12.32397, 9.65473, 5.26869], [11.49060, 11.17393, 5.74792], [12.09848, 8.00677, 9.20493], [12.85236, 7.63469, 7.60325], [9.64470, 7.59184, 9.46193], [7.56759, 6.75056, 8.57601], [7.36994, 6.08276, 6.12850], [9.47067, 6.13786, 4.74815], [11.55541, 6.99231, 5.67510]], "e_above_lowest_kcal_mol": 0.0, "gap_ev": [4.64, 5.32], "charge": 3, "molar_mass_g_mol": 626.4, "homo_ev": [-16.20, -16.19]}